one.
{
  "formula": "C3H9N3P",
  "method": "the ωB97M-V functional and the def2-TZVPD basis",
  "multiplicity": 1,
  "homo_lumo_gap_ev": [9.17, 4.88],
  "e_lumo_ev": [-4.280, -7.104],
  "charge": 1,
  "elements": ["C", "C", "C", "N", "N", "N", "P", "H", "H", "H", "H", "H", "H", "H", "H", "H"],
  "xyz": [[-0.14360, 0.91519, 1.50005], [1.32385, -0.21362, 0.29318], [1.94592, -0.03214, -1.04644], [1.09106, 0.88377, 1.06064], [-0.93282, -0.01363, 1.01707], [-0.12841, -0.83263, 0.22662], [-3.87689, -0.21283, -0.39520], [-0.48284, 1.79857, 1.93446], [2.16530, -0.81288, 0.86123], [2.79521, 0.54678, -0.85315], [1.47625, 0.75034, -1.66914], [2.08323, -1.03540, -1.44337], [-0.52682, -0.91585, -0.67344], [0.00429, -1.86959, 0.56342], [-4.16331, 1.17253, -0.33292], [-2.63043, -0.12862, -1.04302]]
}

***

two.
{
  "formula": "C3H9N3P",
  "method": "the ωB97M-V functional and the def2-TZVPD basis",
  "multiplicity": 1,
  "homo_lumo_gap_ev": [6.92, 8.15],
  "e_lumo_ev": [-6.009, -5.261],
  "charge": 1,
  "elements": ["C", "C", "C", "N", "N", "N", "P", "H", "H", "H", "H", "H", "H", "H", "H", "H"],
  "xyz": [[1.01436, -0.74936, -0.52787], [-0.41489, -1.14991, -0.62019], [0.37980, 1.54534, -0.20054], [-0.80123, 1.44132, 0.70211], [1.21703, 0.45168, 0.13193], [-0.77397, 0.22643, 1.37597], [0.86137, 0.27083, 1.90887], [1.67819, -1.60343, -0.18386], [1.17306, -0.69432, -1.64112], [-1.17296, -0.59662, -1.14541], [-0.66940, -2.16317, -0.27296], [0.10090, 1.62955, -1.28158], [0.98424, 2.34532, 0.03168], [-1.69782, 1.76357, 0.64104], [-1.67081, -0.05562, 1.73169], [0.92796, -1.18452, 2.01435]]
}

***

So which one is most stable? That would be two, about 0.730 eV below the next structure.

***

one.
{
  "formula": "C2H2F2OS",
  "method": "the ωB97M-V functional and the def2-TZVPD basis",
  "multiplicity": 3,
  "homo_lumo_gap_ev": [8.59, 6.04],
  "e_lumo_ev": [0.503, -4.208],
  "elements": ["C", "C", "O", "F", "F", "S", "H", "H"],
  "xyz": [[-1.19923, -0.03021, -0.39138], [0.28536, 0.00605, -0.17642], [-1.94606, 0.82855, -0.09792], [-0.06954, -0.85792, 1.49722], [0.92618, -1.04318, -0.73102], [1.32319, 1.42270, 0.31891], [-1.54021, -0.90306, -0.83396], [2.22030, 0.57707, 0.41457]]
}

***

two.
{
  "formula": "C2H2F2OS",
  "method": "the ωB97M-V functional and the def2-TZVPD basis",
  "multiplicity": 3,
  "homo_lumo_gap_ev": [8.62, 7.93],
  "e_lumo_ev": [0.745, -3.083],
  "elements": ["C", "C", "O", "F", "F", "S", "H", "H"],
  "xyz": [[-0.36706, -0.04006, -0.29851], [0.46831, -0.14110, 0.94432], [-0.77043, -0.02308, -2.82736], [0.15814, -1.20975, 1.71354], [0.16821, 0.94264, 1.78952], [0.21526, -0.31227, -1.84108], [-1.49384, 0.70741, -0.20707], [1.62142, 0.07622, 0.72664]]
}

***

So which one is most stable? That would be two, about 1.004 eV below the next structure.

***

one.
{
  "formula": "C3H6BrNO3",
  "method": "the ωB97M-V functional and the def2-TZVPD basis",
  "multiplicity": 1,
  "homo_lumo_gap_ev": 9.37,
  "e_lumo_ev": -0.228,
  "elements": ["C", "N", "O", "O", "H", "H", "H", "C", "C", "O", "Br", "H", "H", "H"],
  "xyz": [[-0.08886, 0.88705, 0.86141], [-1.31219, 0.62773, 0.70110], [-1.87407, -0.43821, 1.03917], [-2.19396, 1.46834, 0.02871], [0.59394, 0.34929, 1.60887], [0.09203, 1.94619, 0.76755], [-1.77620, 2.40417, -0.13230], [0.48849, -1.58439, -0.73911], [1.18049, -0.25728, -0.69915], [1.15461, 0.64688, -1.43342], [2.86528, -0.29291, 0.44228], [0.62872, -1.97803, -1.72569], [0.83669, -2.30872, 0.02922], [-0.59496, -1.47010, -0.74865]]
}

***

two.
{
  "formula": "C3H6BrNO3",
  "method": "the ωB97M-V functional and the def2-TZVPD basis",
  "multiplicity": 1,
  "homo_lumo_gap_ev": [9.25, 9.25],
  "e_lumo_ev": [-0.423, -0.423],
  "elements": ["C", "N", "O", "O", "H", "H", "H", "C", "C", "O", "Br", "H", "H", "H"],
  "xyz": [[-1.78861, -0.12180, -0.18335], [-1.61071, -1.23560, 0.45890], [-1.36279, -1.37068, 1.64183], [-1.57631, -2.38255, -0.32383], [-1.90893, 0.77833, 0.39490], [-2.14574, -0.16084, -1.19640], [-0.85024, -2.29575, -0.98051], [0.91277, 0.51150, 0.49768], [0.40827, 0.05939, -0.82702], [0.49590, -1.02731, -1.31988], [0.05755, 1.60055, -2.06043], [1.99960, 0.42511, 0.47303], [0.64442, 1.54107, 0.71142], [0.55734, -0.14275, 1.29600]]
}

***

So which one is most stable? That would be two, about 0.872 eV below the next structure.